The following is a DFT calculation (ωB97M-V/def2-TZVPD) of a structure of composition C42H98AsF6N14O14 at a distorted geometry.

Values from the calculation:
net charge: -1
E_HOMO: -7.08 eV
orbital gap: 8.828 eV
total energy: -171819.362 eV

XYZ file:
```
175
Properties=species:S:1:pos:R:3:forces:R:3
As 14.547861 18.717446 16.042991 2.6304 -0.9196 -0.1273
F 15.133445 19.780577 17.253071 0.4163 0.7186 0.5752
F 13.055162 18.655345 16.825690 -1.7970 -0.1572 0.7758
F 13.999124 17.679428 14.803664 -0.3811 -0.9024 -0.4336
F 16.079874 18.858928 15.172248 0.0025 -0.3496 0.4593
F 15.107369 17.411393 17.030018 0.2163 -0.3732 -0.3567
F 14.035156 20.022598 15.125169 -0.9882 2.0573 -1.1331
C 13.543419 16.117271 19.593651 -1.4393 -1.7471 0.5330
O 12.943890 15.031452 19.691507 0.5749 1.4238 -0.5830
N 14.274113 16.645637 20.564617 1.9426 1.5882 0.7163
C 14.975713 17.945162 20.299100 -0.8422 -1.1105 0.9415
C 14.399785 16.063811 21.897638 0.0695 -0.7503 -0.6423
H 13.471114 16.830249 18.769404 -0.0842 -0.4029 -0.6372
H 16.050542 17.944686 20.478872 -0.0826 -0.2443 0.8424
H 14.421047 18.715399 20.821366 0.3929 0.3799 0.4029
H 14.944795 18.182721 19.276539 -0.5165 0.1087 -1.5288
H 13.788764 16.571281 22.626654 0.1919 0.3739 0.2634
H 14.030120 15.043762 21.875385 -0.0295 -0.1383 -0.2768
H 15.439761 16.018757 22.218863 -0.0033 0.2915 -0.0102
C 13.005839 23.268300 20.151211 0.8811 0.1367 -1.3754
O 14.170797 23.066429 20.493440 -0.9874 0.4693 0.1842
N 12.429802 22.668979 19.075420 -1.3058 1.4080 1.4720
C 11.008283 22.939578 18.787069 0.3599 -1.3119 -0.2075
C 13.058511 21.650991 18.343510 1.2494 -1.7647 -0.3607
H 12.339994 24.071265 20.548567 0.3897 -0.4697 0.3056
H 10.925134 23.147598 17.707685 -0.1728 -0.2183 0.3468
H 10.697130 23.842890 19.301465 -0.1038 -0.0705 0.1975
H 10.407466 22.020934 19.098965 0.5023 1.3104 -0.4930
H 14.103534 21.490833 18.608607 -0.1195 0.3012 0.5896
H 12.593015 20.654699 18.470453 -0.0922 0.5294 -0.1972
H 13.161090 21.897869 17.300711 -0.5289 0.0726 -0.6961
C 10.314663 19.049867 18.998801 -0.8436 0.2362 -1.0327
O 10.363114 19.741709 20.001129 0.3250 -0.1834 0.3180
N 9.191158 18.891850 18.252130 -0.2351 0.5347 1.1247
C 9.147247 18.033029 17.055053 1.2020 -0.3611 2.7053
C 7.966709 19.429909 18.865398 -0.5906 -2.3265 -0.8523
H 11.151543 18.550655 18.524599 0.7598 -0.1982 0.1177
H 10.148540 18.115124 16.657329 0.0480 -0.1303 -0.7608
H 8.386021 18.451255 16.465177 -0.8189 0.0549 -1.2755
H 8.991043 16.978600 17.367372 -0.2992 0.5297 -0.5390
H 7.535853 18.661736 19.576215 0.3078 0.8887 -0.6316
H 8.174939 20.322698 19.387473 0.2696 0.8987 0.5428
H 7.246074 19.606678 18.058423 0.0223 0.0377 0.2654
C 18.709827 20.481041 20.529517 -0.1525 1.5381 -0.9257
O 18.633938 19.427739 21.108698 0.5956 -1.1373 0.4927
N 17.636383 21.272888 20.301134 -1.6026 0.1750 1.6018
C 17.810113 22.638961 19.733913 0.5546 -2.3804 1.1539
C 16.360466 20.980927 21.107638 1.3175 0.8480 -1.4311
H 19.616989 20.951078 20.066780 -0.1794 -0.7622 0.3824
H 16.917394 22.809010 19.183111 -0.4980 0.6873 -0.5486
H 18.698020 22.500236 19.131519 0.1099 0.6492 -0.5243
H 17.996061 23.361533 20.524269 -0.2142 0.2922 -0.0174
H 15.558821 20.887545 20.390595 -0.3767 0.1536 -0.0584
H 16.422225 20.060871 21.661354 0.5203 -0.2383 0.1184
H 16.163350 21.822239 21.773225 -0.0208 -0.0021 -0.0800
C 14.908996 17.366814 8.752694 0.0271 0.9714 -0.9055
O 14.734885 16.172805 8.807392 -0.0522 -0.5772 0.5478
N 14.767501 18.276139 9.736968 0.0767 0.2701 0.5831
C 14.935447 19.713810 9.592322 0.2033 -0.4383 1.1742
C 14.407204 17.876968 11.088680 0.3987 -0.7844 -0.7156
H 15.180750 17.838691 7.782680 0.0326 0.1176 0.2389
H 15.697774 20.078836 10.305219 -0.1815 -0.2761 -0.4041
H 13.998568 20.174098 9.896268 -0.1779 0.2872 -0.3142
H 15.244575 19.997236 8.614379 0.0389 0.1147 -0.8967
H 15.279554 17.833313 11.733890 0.1890 0.0865 0.1825
H 13.685101 18.550564 11.502478 -0.4593 0.4531 0.1760
H 13.992942 16.883948 11.003748 -0.1934 -0.3199 0.2462
C 17.393774 20.438398 12.267589 -0.4458 1.1089 -0.2083
O 18.519091 20.271003 11.875037 1.2655 -0.4611 -0.1979
N 16.664883 21.529254 11.974565 -0.4175 1.7956 -0.6287
C 15.269979 21.662234 12.408936 -0.2471 0.2570 -1.5480
C 17.223451 22.759989 11.260621 0.0833 -2.7011 0.5758
H 16.841842 19.782304 12.918902 -0.2461 -0.8522 0.4557
H 15.159028 22.554574 13.010324 -0.1270 0.1436 0.2739
H 14.902415 20.805239 12.936234 0.2366 -0.5410 0.6069
H 14.567476 21.732812 11.532926 0.7239 0.2059 0.5989
H 18.265764 22.927645 11.504160 0.0276 0.0304 0.6197
H 17.247324 22.657175 10.182811 -0.5302 -0.1974 -0.3098
H 16.559331 23.515592 11.579955 -0.3217 1.2357 0.0803
C 11.578052 20.337766 12.689774 -0.1280 1.5435 0.5807
O 11.822949 20.622326 11.541598 0.3516 -0.6292 -1.2432
N 11.123014 21.318612 13.537908 0.5447 -1.2766 1.7797
C 10.813268 22.674082 13.095026 0.0005 -1.0196 -0.9576
C 11.033731 20.958712 14.974244 -0.0944 -1.1030 -1.4764
H 11.734163 19.313836 13.121677 -0.2018 0.7593 -0.0163
H 10.622683 22.546373 12.019999 -0.2711 0.4041 0.2847
H 11.621137 23.406785 13.162493 0.2039 -0.2340 0.3792
H 9.938024 23.035007 13.631690 -0.0287 0.0339 -0.0714
H 10.016266 20.709149 15.229929 -0.5634 0.2891 0.3311
H 11.610999 20.042931 15.151754 0.0179 0.3314 -0.0864
H 11.435578 21.712295 15.599573 0.2974 0.8785 0.5770
C 15.149823 8.199482 19.093351 -1.4739 -1.4566 1.1154
O 14.624190 7.903543 20.192509 1.2471 0.0921 -2.2007
N 15.487486 9.449857 18.786599 1.3976 0.1173 -0.6410
C 15.630349 10.296089 19.924385 -1.1248 0.6103 0.5237
C 16.336593 9.878815 17.666074 -1.2067 -0.3232 0.7995
H 15.311238 7.452670 18.264851 -0.1691 0.4354 0.5853
H 15.929338 11.280947 19.609503 0.2262 0.3565 0.0406
H 16.298426 9.850350 20.644228 0.4195 0.0478 0.3181
H 14.649785 10.343763 20.371918 -0.1573 0.3354 0.5317
H 15.888592 10.813023 17.339421 0.3744 0.1092 -0.3955
H 17.343317 10.027556 18.019737 0.4708 0.1730 -0.0120
H 16.315344 9.138262 16.896986 -0.0019 -0.4119 -0.6603
C 18.916583 14.668341 11.614730 0.4168 -0.5585 -1.6929
O 19.884959 14.053105 11.152293 -0.8405 0.8574 0.8228
N 18.141517 14.250913 12.638369 0.2652 0.2842 0.4190
C 18.575540 13.045322 13.320957 -0.2425 -0.7489 -0.6027
C 16.932394 15.011054 13.037046 0.9832 -1.1184 -0.0930
H 18.538695 15.572672 11.071013 0.1413 -0.2906 0.6388
H 19.506478 12.657528 12.873217 -0.6569 0.2986 -0.1368
H 17.799689 12.261678 13.301569 0.1777 0.2619 -0.1869
H 18.806373 13.217291 14.339641 0.0732 0.4748 1.2462
H 16.082058 14.315820 13.044403 0.0478 0.4145 -0.1222
H 17.002076 15.522505 13.996616 0.2392 -0.2539 0.1937
H 16.861481 15.769539 12.286070 -0.6443 0.4277 -0.4616
C 14.023912 19.827677 23.745344 0.1736 -2.0417 2.2136
O 14.332697 18.846462 24.456869 -0.2612 1.5318 -1.3308
N 12.943688 19.827387 22.944103 0.4016 1.1829 0.1213
C 12.562489 21.101391 22.345966 -0.5223 0.7200 0.9489
C 12.026206 18.693972 22.941704 -0.0024 0.1793 0.4426
H 14.576009 20.786407 23.868138 -0.2383 -0.3477 -0.5795
H 11.670635 21.528685 22.876168 0.6378 -0.2170 -0.1998
H 12.232009 20.961111 21.333754 0.1180 -0.1242 -0.6176
H 13.395601 21.852841 22.399940 -0.7679 -0.9770 -0.1024
H 12.617403 17.823662 22.666927 -0.5350 -0.0300 0.0168
H 11.515332 18.505980 23.919459 0.6984 0.2889 -0.4976
H 11.248948 18.909384 22.219905 0.0068 -0.1348 -0.3497
C 11.429969 12.427335 14.140198 -1.2739 0.2272 -1.7042
O 10.592262 12.241439 13.219709 1.8016 0.0666 2.3363
N 12.269116 13.501669 14.163808 -0.3583 -1.2775 -0.2805
C 13.238411 13.692729 15.190038 1.6476 -0.4038 0.3672
C 12.180699 14.518195 13.157360 -0.5712 0.8944 -0.4829
H 11.545101 11.756212 15.038685 -0.0877 0.4100 -0.7850
H 12.929465 14.402741 15.925933 -0.3507 0.4085 0.7107
H 14.205485 14.066126 14.824993 -0.3879 0.1999 -0.5103
H 13.578811 12.765621 15.661674 -0.7195 -0.0818 0.1217
H 13.037158 14.532210 12.459879 -0.0726 -0.0454 0.4798
H 11.288388 14.319814 12.533850 0.3800 0.2602 0.5164
H 12.111425 15.500358 13.691669 0.0402 -0.5762 -0.7052
C 13.682164 25.319216 17.341428 -1.0541 -1.4333 -0.4871
O 12.505443 25.563217 17.109054 0.6381 0.3931 0.1353
N 14.455395 24.511288 16.580301 1.6049 0.7703 0.9271
C 15.824286 24.194650 16.965172 0.2159 0.8803 0.8008
C 14.080460 24.016833 15.327573 -1.8628 -1.2670 -1.1003
H 14.203266 25.537539 18.262316 0.1214 0.7105 0.6037
H 16.522891 24.400714 16.158492 -0.0779 -0.2397 -0.3677
H 15.901666 23.167955 17.295847 0.0913 -0.3624 -0.1175
H 16.195570 24.841593 17.785499 -0.5813 -0.3269 -0.2043
H 13.086914 24.366027 15.091749 -0.4040 0.4268 0.0295
H 14.709087 24.360743 14.511294 0.4424 -0.2442 0.0031
H 13.924617 22.910719 15.347566 0.7592 0.5089 -0.2157
C 21.114683 20.912790 17.115423 1.1640 -0.6217 -1.5113
O 20.790439 21.319407 18.187831 -0.6100 0.9404 2.3574
N 20.261267 20.537929 16.169048 -0.1122 -0.2777 -0.8236
C 20.670696 20.131476 14.833620 -0.3367 -0.4931 -0.6144
C 18.830712 20.541390 16.438606 0.0546 -1.0871 -0.5405
H 22.184375 20.808611 16.847198 -0.1179 -0.0209 -0.2436
H 21.558239 19.507152 14.752380 0.3928 0.2479 0.6629
H 20.800898 20.990767 14.173361 -0.1182 -0.0493 -0.0708
H 19.911178 19.462138 14.400291 -0.0027 0.5302 0.1424
H 18.337676 20.502215 15.463250 -0.2197 0.3072 0.3503
H 18.583402 19.601697 16.942461 -0.2400 0.1649 0.1029
H 18.503388 21.362136 17.053340 0.0331 0.3808 0.0618
C 17.527024 15.432870 18.736167 -0.7186 -0.8272 -0.8968
O 17.078888 14.293707 18.663459 0.1474 0.6640 0.3225
N 18.798927 15.783144 18.577910 0.9364 1.3008 -0.2890
C 19.156950 17.207987 18.646006 0.2049 -0.0584 -0.0295
C 19.864582 14.882130 18.272380 0.3068 -1.3363 0.6339
H 16.959922 16.369155 18.795471 -0.8619 -0.3199 0.4302
H 19.787043 17.404673 19.537556 -0.3162 0.0078 -0.5202
H 18.242631 17.832166 18.722311 0.5914 -0.4097 -0.0317
H 19.713968 17.483987 17.722599 -0.3047 -0.0627 0.5614
H 20.619331 14.962719 19.071795 0.0497 -0.0847 -0.4418
H 19.518459 13.834333 18.243498 -0.1861 0.5510 0.2875
H 20.317222 15.031725 17.294042 0.0738 0.5412 -0.0700
```
Forces are in eV/Å.